A single C4H10N2S2 molecule at a distorted geometry, computed with ωB97M-V/def2-TZVPD.

Results
relative energy (zero: lowest compared OMol25 entry of this formula, charge and spin) = 14.1 kcal/mol
calculated total energy = -1064.274730 hartree
SMILES = C/C(=N\S)[C@H](S)CN
lowest unoccupied orbital energy = 0.83 eV

ORCA input file:
```
! RIJCOSX wB97M-V def2-TZVPD def2/J DEFGRID3
* xyz 0 1
C -0.5287 1.6295 1.5261
C -0.2733 0.7330 0.3531
C -0.4908 -0.7573 0.5408
C -0.3749 -1.5642 -0.7501
H -0.9140 1.0874 2.4107
H 0.3747 2.1469 1.8310
H -1.2444 2.4151 1.2679
H 0.6942 2.7122 -2.2792
H -1.4821 -0.9001 0.9420
H 1.6042 -1.6263 0.9737
H -0.6665 -2.5851 -0.5427
H -1.0932 -1.1462 -1.4766
H 1.2038 -0.7247 -1.6781
H 1.1278 -2.3345 -1.9232
N 0.0998 1.1342 -0.7985
N 0.9974 -1.6223 -1.2286
S 0.3493 2.8186 -1.0048
S 0.6168 -1.4163 1.8366
*
```

These are the Mulliken partial charges, in e, on atoms 1 to 5:
1. C -1.583
2. C 0.800
3. C -0.164
4. C -0.763
5. H 0.342